Entry 1:
A gas-phase ion, C6H13NO3PS (charge +1) in a non-equilibrium geometry, computed with ωB97M-V/def2-TZVPD.

```
25
Properties=species:S:1:pos:R:3:forces:R:3
S 0.7871 1.1731 0.3003 -0.534 -0.742 0.040
P 0.1514 -0.6866 -0.4509 -3.613 1.199 -1.090
O 1.0361 -0.8812 -1.7280 0.033 -0.737 1.149
O -1.4972 -0.7153 -1.0681 4.587 0.187 1.229
O 0.3165 -1.7563 0.6413 -2.313 -0.180 -1.286
N 2.8737 -1.7206 0.6656 0.911 1.285 0.468
C 2.4021 1.3015 -0.5663 -0.369 3.369 3.197
C -2.6442 -0.2594 -0.2699 -0.664 -1.527 0.995
C -2.6600 -1.0240 1.0245 0.531 -0.905 -1.194
C -2.6421 1.2449 -0.0588 -3.058 -0.537 4.315
C 3.5924 0.7323 0.2217 1.190 0.164 0.761
C 3.2773 -0.6390 0.5675 -0.278 -1.952 -1.052
H 4.5533 0.8389 -0.3092 -0.513 -0.502 -0.410
H -2.0702 1.6131 0.9007 -0.834 -0.890 -1.968
H -3.5316 -0.7443 -0.7097 0.465 1.104 -1.227
H -3.4755 -0.7415 1.5575 -2.597 1.374 1.651
H 0.6689 -0.8361 -2.6026 -0.673 -0.085 -0.825
H -1.8414 -0.6602 1.5383 1.916 0.028 1.751
H -3.7555 1.6146 0.1128 2.174 -0.921 -0.181
H -2.8022 -2.1120 1.0350 0.831 0.194 -0.685
H 2.3494 2.4063 -0.7777 0.980 -0.916 0.528
H 1.1341 -1.8548 1.1255 1.395 -0.127 0.320
H -2.3693 1.7148 -0.9022 1.388 1.881 -2.895
H 2.1942 0.8982 -1.4626 0.229 -1.762 -3.021
H 3.9527 1.0936 1.2153 -1.182 0.997 -0.571
```
Forces are in eV/Å.

Properties
Total charge: +1
Relative energy (zero: lowest compared OMol25 entry of this formula, charge and spin) in kcal per mole: 0.0
LUMO energy in Eh: -0.1190
HOMO in hartree: -0.5258


Entry 2:
A single C6H13NO4 molecule in a non-equilibrium geometry, computed with ωB97M-V/def2-TZVPD.

```
24
Properties=species:S:1:pos:R:3:forces:R:3
O -1.6730 -0.8957 1.4939 -0.594 0.043 0.296
O 1.7094 1.4387 0.8445 1.085 -1.999 -1.269
O -0.9194 -1.4985 -1.2237 4.668 2.596 -3.104
O 2.3971 -1.0281 0.1753 2.130 -1.311 1.035
N -2.3165 0.8867 -0.3970 -2.144 0.286 -0.907
C 1.3268 -0.6421 -0.5555 -1.714 1.608 -0.772
C 1.3469 0.9037 -0.4738 -1.403 0.731 1.309
C 0.0055 -1.3103 -0.1772 -0.680 -0.548 1.408
C 0.0012 1.4676 -0.7560 -0.842 1.731 -1.289
C -1.0779 1.0606 0.2192 2.744 -1.867 0.954
C -0.5936 -0.3379 0.8120 0.241 0.849 1.367
H 1.4409 -0.7640 -1.5937 0.622 -0.922 -1.581
H 2.1583 -1.6111 0.8942 -0.159 -0.338 0.129
H -2.3576 -0.2241 1.3299 -0.488 -0.677 0.157
H -2.1362 0.3889 -1.2744 -0.565 0.270 0.319
H 0.1705 -2.3653 0.2600 0.204 1.630 -0.085
H -1.6451 -1.9210 -0.9400 -4.028 -2.395 2.010
H -1.1567 1.7407 1.0894 0.092 -0.283 -0.478
H 0.0550 2.5571 -0.6767 0.304 0.105 -0.379
H -2.7380 1.7978 -0.5888 -0.015 -0.476 -0.116
H 0.2299 -0.0513 1.5009 -0.602 -0.358 0.036
H 2.3731 0.7343 1.0715 -0.432 1.116 0.387
H -0.3632 1.2645 -1.8092 0.603 -0.050 1.047
H 2.0178 1.2651 -1.2164 0.974 0.258 -0.471
```
Forces are in eV/Å.

Properties
Total charge: 0
Relative energy (zero: lowest compared OMol25 entry of this formula, charge and spin) in kcal per mole: 30.8
LUMO energy in Eh: 0.0255
HOMO in hartree: -0.3477
SMILES string: N[C@@H]1C[C@@H](O)[C@@H](O)[C@H](O)[C@@H]1O


Entry 3:
2 unconnected molecules or ions with the total composition C6H13NO5 in a non-equilibrium geometry, computed with ωB97M-V/def2-TZVPD.

```
25
Properties=species:S:1:pos:R:3:forces:R:3
O -0.1226 1.4424 -0.6302 -1.670 -0.335 -0.111
O -1.4126 2.5935 -1.1627 0.425 -0.966 -1.564
O -0.9549 0.3292 -0.7757 0.990 1.709 1.113
O -1.2487 4.7790 -1.4736 -0.158 -2.821 1.410
O -1.9978 3.9694 0.4370 1.476 -0.595 -2.022
N -1.4961 3.8219 -0.6956 -1.297 3.829 1.685
C -2.1750 -1.9519 -1.4250 -0.239 -0.095 -0.787
C 2.8368 0.2216 1.8422 -0.041 -0.039 0.359
C -1.2607 -1.8788 -0.2277 -0.456 -0.130 0.456
C 0.7454 -0.6986 0.7496 -0.540 -0.283 0.626
C -0.1794 -0.8500 -0.4440 1.260 -0.579 -0.786
C 2.0153 0.0948 0.5723 0.213 -0.038 -0.489
H 1.0263 -1.7163 1.0406 -0.162 -0.029 0.039
H 3.2161 -0.7532 2.1724 -0.078 0.116 -0.069
H 0.1475 -0.2880 1.5732 0.095 -0.036 0.042
H 2.6278 -0.3910 -0.2025 -0.129 0.218 0.032
H 3.6993 0.8734 1.6804 -0.113 -0.052 0.074
H -1.6271 -2.3338 -2.3099 -0.384 -0.025 0.414
H -1.8535 -1.5305 0.6313 0.211 -0.222 -0.002
H -3.0682 -2.5724 -1.2228 0.483 0.319 -0.238
H 0.4293 -1.0763 -1.3375 -0.174 -0.084 0.130
H -2.4766 -0.9268 -1.6818 -0.314 -0.477 0.005
H 2.2345 0.6310 2.6670 0.188 -0.025 -0.225
H 1.7338 1.0757 0.2001 0.347 0.233 -0.018
H -0.8390 -2.8641 0.0229 0.067 0.406 -0.074
```
Forces are in eV/Å.

Properties
Total charge: 0
Relative energy (zero: lowest compared OMol25 entry of this formula, charge and spin) in kcal per mole: 246.8
LUMO energy (spin up / spin down) in Eh: -0.1117 / -0.1024
HOMO (spin up / spin down) in hartree: -0.3962 / -0.3923


Entry 4:
A single C6H13NS molecule in a non-equilibrium geometry, computed with ωB97M-V/def2-TZVPD.

```
21
Properties=species:S:1:pos:R:3:forces:R:3
S 0.0881 1.6716 1.3474 0.549 0.549 1.402
N 1.2946 1.6183 -1.4357 2.663 2.066 -1.394
C 0.9399 0.0694 1.7651 1.617 1.081 0.200
C -0.9407 -0.3937 -0.2783 1.093 2.580 1.797
C 1.6575 0.4731 -0.5732 -1.244 1.231 -0.035
C -2.2655 0.0960 0.5068 1.347 -2.697 2.593
C 0.4134 0.2718 0.3724 1.072 -2.521 -0.696
C -0.8550 -1.8383 -0.6742 1.864 -2.364 0.838
H -2.4410 1.1626 0.5411 -0.368 0.010 -1.043
H 2.4716 0.7702 0.1226 -0.161 -0.612 -0.730
H 1.7551 1.4663 -2.5047 -1.204 1.283 4.158
H 0.4612 -0.6881 2.3695 -0.133 0.343 0.439
H -3.1104 -0.6209 0.2440 0.789 1.435 0.163
H 1.6594 2.5542 -0.8057 -1.181 -3.180 -3.225
H -0.7662 0.2371 -1.1374 -1.061 -0.026 -1.014
H -2.0985 -0.0216 1.7227 -0.266 -0.323 -2.917
H -1.5884 -2.0797 -1.4685 0.362 -0.011 0.538
H 1.9429 -0.3620 -1.2344 -0.278 -0.032 0.699
H 0.2278 -2.0805 -1.0962 -2.218 0.547 0.683
H -0.9641 -2.6079 0.2297 -0.038 1.714 -1.828
H 2.1183 0.3020 1.9872 -3.205 -1.070 -0.629
```
Forces are in eV/Å.

Properties
Total charge: 0
Relative energy (zero: lowest compared OMol25 entry of this formula, charge and spin) in kcal per mole: 82.6
LUMO energy in Eh: 0.0287
HOMO in hartree: -0.3131
SMILES string: CC(C)[C@]1(CN)CS1


Entry 5:
2 unconnected molecules or ions with the total composition C6H13NSSi in a non-equilibrium geometry, computed with ωB97M-V/def2-TZVPD.

```
22
Properties=species:S:1:pos:R:3:forces:R:3
S 1.8957 0.9578 -0.3106 0.075 0.029 0.068
Si -0.9671 -0.1288 0.0599 -0.319 0.032 -0.158
N 1.7440 -2.6656 -0.2588 0.143 -0.537 -0.167
C 0.9074 -0.3555 0.4631 1.924 1.365 3.917
C -1.9611 -1.5301 0.8809 0.333 0.530 -0.294
C -1.5426 1.6074 0.5710 0.231 -0.656 -0.118
C -0.9425 -0.2973 -1.8407 0.009 0.050 0.691
C 1.3715 -1.6312 0.0674 0.187 -0.636 -0.186
C 3.4847 0.6312 0.4968 -0.458 -0.042 -0.139
H -0.7906 2.3557 0.3411 0.164 0.077 -0.069
H -0.7000 -1.3140 -2.1411 0.051 -0.150 0.036
H -0.1856 0.3568 -2.2672 0.080 0.107 -0.037
H -1.3191 -2.3431 1.2072 0.163 -0.101 0.000
H -2.6786 -1.9457 0.1789 -0.091 -0.028 -0.152
H 3.3298 0.6767 1.5771 0.100 0.013 -0.010
H -1.8959 -0.0364 -2.2906 -0.214 0.047 0.034
H 4.1782 1.4059 0.1863 0.070 0.031 -0.048
H -1.7665 1.6699 1.6316 0.013 -0.051 0.188
H -2.4459 1.8720 0.0286 -0.168 -0.020 -0.112
H 3.8522 -0.3498 0.2077 0.104 -0.015 0.018
H 1.4977 -0.3065 1.8721 -2.354 -0.166 -3.641
H -2.5176 -1.1773 1.7428 -0.043 0.122 0.179
```
Forces are in eV/Å.

Properties
Total charge: 0
Relative energy (zero: lowest compared OMol25 entry of this formula, charge and spin) in kcal per mole: 8.1
LUMO energy in Eh: 0.0160
HOMO in hartree: -0.3339


Entry 6:
A molecular structure, C6H13NSi in a non-equilibrium geometry, computed with ωB97M-V/def2-TZVPD.

```
21
Properties=species:S:1:pos:R:3:forces:R:3
Si 0.6270 0.4284 -0.1407 -1.179 -1.944 -1.561
N 3.3708 -0.2053 0.7580 3.192 -1.039 1.204
C 2.3831 0.1808 0.3821 -2.920 0.897 -1.374
C -0.3361 0.9168 1.4227 1.205 1.656 -0.471
C 0.1094 -1.7002 -1.0905 -1.135 2.014 1.330
C 0.2093 -2.6262 0.1037 -0.111 0.818 0.964
C 0.2896 1.6702 -1.5176 -0.011 -0.632 3.329
C -1.6824 1.4424 0.8996 0.101 2.371 -0.738
H -1.7583 2.3644 0.0811 0.695 -2.517 2.282
H 0.7958 1.3902 -2.3391 1.383 -1.217 -3.205
H -0.7488 -2.4816 0.7323 1.776 -0.814 -0.643
H -2.2476 0.6337 0.5500 -0.796 -1.239 -1.194
H 1.1228 -2.3190 0.6380 -0.533 0.021 0.564
H 0.1685 1.6815 2.1407 -0.537 -1.250 -1.537
H -0.9403 -1.7496 -1.5240 1.354 0.479 0.325
H -0.7672 1.6853 -1.6189 -0.732 0.317 -0.433
H 0.8341 -1.9904 -1.8308 0.370 0.472 -0.464
H 0.5090 -3.6436 -0.1512 -0.963 -0.326 -0.092
H -0.4176 0.0068 1.9902 -0.523 -0.383 0.432
H 0.7406 2.5768 -1.2221 -0.033 1.530 0.418
H -2.2618 1.7386 1.7365 -0.602 0.784 0.865
```
Forces are in eV/Å.

Properties
Total charge: 0
Relative energy (zero: lowest compared OMol25 entry of this formula, charge and spin) in kcal per mole: 22.1
LUMO energy in Eh: 0.0296
HOMO in hartree: -0.3388


Entry 7:
2 unconnected molecules or ions with the total composition C6H13O in a non-equilibrium geometry, computed with ωB97M-V/def2-TZVPD.

```
20
Properties=species:S:1:pos:R:3:forces:R:3
O 1.2035 1.1048 1.1841 0.059 -0.076 0.014
C -1.1140 0.4928 -0.6473 -0.428 -0.210 0.974
C 0.8367 0.4557 -2.1434 0.389 -0.275 0.374
C 1.6879 -0.1453 1.3303 -0.162 0.240 0.212
C -2.5641 0.3261 -0.3031 0.281 -0.177 0.045
C -0.6246 0.2836 -1.8499 0.051 0.623 -0.659
C 0.8812 -1.0284 2.3092 0.458 -0.063 0.075
H 1.3487 0.7760 -1.2176 -0.228 -0.082 -0.264
H -0.4333 0.7388 0.1876 0.088 0.008 -0.187
H -3.1833 0.1273 -1.1747 -0.151 0.148 -0.195
H -2.6773 -0.5293 0.3608 -0.023 -0.158 0.178
H 2.7360 -0.1851 1.7150 0.194 0.046 0.021
H 1.7420 -0.7228 0.3735 -0.035 -0.163 -0.144
H 0.8623 -0.5581 3.2981 -0.214 0.089 -0.110
H 1.3765 -1.9966 2.4285 0.028 -0.252 -0.011
H 1.0178 1.2116 -2.9059 -0.021 0.081 -0.208
H -1.3452 0.1571 -2.6650 0.285 -0.337 -0.104
H -2.9347 1.1803 0.2547 -0.185 0.243 -0.020
H 1.3110 -0.4807 -2.4785 -0.147 0.188 -0.030
H -0.1270 -1.2078 1.9435 -0.240 0.126 0.037
```
Forces are in eV/Å.

Properties
Total charge: -1
Relative energy (zero: lowest compared OMol25 entry of this formula, charge and spin) in kcal per mole: 13.7
LUMO energy in Eh: 0.1471
HOMO in hartree: -0.0928


Entry 8:
A single C6H13OP molecule in a non-equilibrium geometry, computed with ωB97M-V/def2-TZVPD.

```
21
Properties=species:S:1:pos:R:3:forces:R:3
P 1.8084 -0.2736 -0.0404 -1.466 3.396 -0.667
O 1.9120 -1.1584 -1.2093 0.271 -0.715 -0.222
C -1.2327 -0.2947 -0.0548 0.708 2.031 -1.125
C 3.0182 1.1918 -0.1254 -0.643 -1.973 -0.679
C 0.0375 0.5930 -0.0276 1.641 -0.793 -1.134
C -0.9808 -1.6790 0.4493 -0.139 -1.508 -0.597
C -1.0556 0.7306 0.9565 1.554 1.000 5.136
C -2.3814 -0.0320 -1.0105 1.019 -0.698 -0.820
H -1.3055 1.8084 0.9971 -1.056 -1.053 -0.264
H 2.6636 2.0139 0.4443 -0.125 0.660 0.822
H -1.5502 -2.4000 -0.2068 0.677 0.502 0.875
H -0.8523 0.3638 2.0309 -0.432 0.489 -1.597
H -3.1886 -0.1210 -0.3013 -1.129 0.588 -0.558
H -0.0730 1.5400 -0.5860 0.974 -0.920 -0.533
H -1.2796 -1.7955 1.4997 -0.108 -0.114 -0.328
H -2.3105 0.8624 -1.7000 -0.208 -0.610 1.486
H 4.0044 0.8232 0.1682 -0.119 0.268 0.106
H 3.0609 1.5079 -1.1745 -0.076 -0.250 0.153
H 2.0292 -0.8669 1.2110 -0.096 0.052 0.205
H -2.4239 -0.8705 -1.6956 -0.277 -0.274 -0.243
H 0.0998 -1.9432 0.3751 -0.967 -0.077 -0.016
```
Forces are in eV/Å.

Properties
Total charge: 0
Relative energy (zero: lowest compared OMol25 entry of this formula, charge and spin) in kcal per mole: 20.1
LUMO energy in Eh: 0.0342
HOMO in hartree: -0.3524
SMILES string: C[P@H](=O)[C@@H]1CC1(C)C